No. 1
C43H43N8NaO3S2 as an isolated structure in a non-equilibrium geometry, computed with ωB97M-V/def2-TZVPD.

Its multiplicity is 1. As for the gap between HOMO and LUMO: 5.4 eV. For the HOMO energy, the calculation gives -6.1 eV.

Each line ends with the Löwdin charge.
Atoms and positions in Å:
Na1 0.04310 0.15220 0.20390  0.2218
O1 1.79720 -0.48180 1.17660  -0.0936
C1 3.04590 -0.41460 1.10870  -0.4022
C2 3.87500 -0.72880 2.23760  -0.0547
C3 5.23720 -0.74970 2.16380  -0.1362
C4 5.89220 -0.44770 0.96520  -0.1403
C5 5.14390 -0.08790 -0.13170  -0.0824
C6 3.74880 -0.04260 -0.09730  -0.1624
C7 3.03790 0.41220 -1.24990  -0.1155
N1 1.77360 0.50490 -1.34330  0.0125
C8 1.20210 1.03660 -2.53310  -0.2301
C9 0.14260 2.10010 -2.22190  -0.2285
N2 -0.99990 1.55290 -1.56780  0.0370
C10 -2.10910 1.60640 -2.18080  -0.1265
C11 -3.38610 1.19190 -1.67970  -0.1506
C12 -4.49250 1.32970 -2.52450  -0.0702
C13 -5.76440 0.96380 -2.14670  -0.1314
C14 -5.96310 0.47860 -0.85500  -0.1204
C15 -4.90680 0.34300 0.00720  -0.0575
C16 -3.56230 0.65140 -0.36250  -0.4131
O2 -2.61110 0.35430 0.42570  -0.0967
H1 3.36880 -0.96110 3.16510  0.1041
H2 5.82260 -1.00630 3.03830  0.0977
H3 6.97090 -0.46920 0.91580  0.0832
H4 5.64780 0.17560 -1.05430  0.1009
H5 3.67710 0.72080 -2.10350  0.1225
H6 0.71510 0.21920 -3.07540  0.1095
H7 1.97210 1.49350 -3.18650  0.1110
H8 -0.13150 2.59510 -3.17360  0.1088
H9 0.59460 2.84240 -1.55890  0.1128
H10 -2.15490 2.04500 -3.20050  0.1218
H11 -4.33820 1.71610 -3.52410  0.1017
H12 -6.59340 1.05940 -2.83380  0.0867
H13 -6.95970 0.18930 -0.54640  0.0937
H14 -5.06090 -0.02470 1.01690  0.0981
S1 -0.69590 5.53790 1.15170  1.0700
C17 -1.04840 7.14040 1.64430  -0.4088
C18 -1.71220 7.18050 2.83000  -0.1873
C19 -1.95060 5.89910 3.35910  -0.1190
C20 -1.45420 4.88850 2.57670  -0.4653
C21 -1.45890 3.46130 2.79200  -0.1845
C22 -0.64070 2.63140 1.98780  -0.0685
N3 -0.59550 1.34080 2.07890  0.1360
C23 -1.36440 0.72950 2.98030  -0.1470
C24 -2.18050 1.44400 3.89080  -0.1207
C25 -2.92560 0.71730 4.86510  -0.0113
C26 -2.88600 -0.63610 4.92410  -0.0259
C27 -2.11520 -1.38860 3.98960  -0.1279
C28 -2.08510 -2.78760 3.97430  0.0471
C29 -1.32120 -3.45840 3.01600  -0.2466
C30 -0.61300 -2.64190 2.08900  -0.1265
N4 -0.65260 -1.34460 2.07830  0.1644
C31 -1.35840 -0.69670 3.00490  -0.1271
C32 -1.28210 -4.89970 2.89150  -0.4699
C33 -1.87650 -5.86810 3.66360  -0.1174
C34 -1.69510 -7.17130 3.16170  -0.1847
C35 -0.96820 -7.19570 2.01470  -0.4014
S2 -0.47320 -5.62660 1.51710  1.0507
C36 -2.22070 2.83990 3.76950  0.0625
H15 -0.72760 7.95750 1.02940  0.0603
H16 -2.01720 8.09020 3.31400  0.1006
H17 -2.45740 5.73050 4.29220  0.1066
H18 -0.00350 3.07210 1.23280  0.0920
H19 -3.52940 1.27390 5.56730  0.1154
H20 -3.45090 -1.17140 5.67580  0.1120
H21 -2.65480 -3.33780 4.71050  0.1202
H22 0.01460 -3.09180 1.33070  0.0653
H23 -2.42460 -5.65870 4.56500  0.1076
H24 -2.09740 -8.05130 3.63290  0.1042
H25 -0.67810 -8.04590 1.43010  0.0635
H26 -2.85820 3.42070 4.42200  0.1215
N5 -3.32980 -3.14290 0.76460  0.2052
C37 -3.05910 -2.33950 -0.46050  -0.1588
C38 -1.99530 -2.95630 -1.36290  -0.2730
N6 -1.35970 -1.88370 -2.08810  0.0386
H27 -4.08890 -2.68950 1.27880  0.1666
H28 -2.46640 -3.11910 1.35920  0.0979
H29 -3.57430 -4.11330 0.54790  0.1674
H30 -2.67040 -1.36470 -0.12300  0.0808
H31 -3.99940 -2.18120 -0.99010  0.1314
H32 -2.44780 -3.73270 -2.01040  0.1161
H33 -1.21260 -3.41210 -0.75590  0.0507
H34 -1.90770 -1.54790 -2.86630  0.0811
H35 -0.43550 -2.14350 -2.40050  0.0515
N7 1.07660 -3.53670 -0.83640  0.1961
C39 2.19670 -3.48540 -0.57650  -0.2715
N8 3.46700 -3.41860 -0.27990  -0.0786
C40 3.86470 -3.73860 1.07780  -0.1085
C41 4.08320 -5.25230 1.18420  -0.1740
O3 5.04590 -5.69090 0.24710  -0.1263
C42 4.67030 -5.37350 -1.07560  -0.1831
C43 4.45190 -3.86220 -1.24670  -0.1056
H36 3.10590 -3.38960 1.77710  0.1321
H37 4.80150 -3.21410 1.28150  0.1219
H38 3.12820 -5.77770 1.01280  0.1198
H39 4.47170 -5.53120 2.16430  0.1291
H40 3.73950 -5.90510 -1.33510  0.1276
H41 5.47790 -5.73670 -1.71370  0.1270
H42 4.12020 -3.63190 -2.25980  0.1345
H43 5.38490 -3.33010 -1.03860  0.1323

No. 2
One molecule with the formula C4H8O2S in a non-equilibrium geometry, computed with ωB97M-V/def2-TZVPD.

Its multiplicity is 1. The energy above the lowest of the compared OMol25 structures with the same formula, charge and spin is 132.8 kJ/mol. As for the SMILES: OC[C@@H]1OCCS1. As for the gap between HOMO and LUMO: 9.9 eV. For the HOMO energy, the calculation gives -9.1 eV.

Each line ends with the Löwdin charge.
Atoms and positions in Å:
C1 1.85629 -0.09598 -0.35820  -0.2616
C2 0.42260 -0.14526 -1.00099  -0.5267
C3 -1.75942 -0.38486 0.38274  -0.4741
C4 -1.12164 0.93557 0.40803  -0.2913
H1 1.27638 -0.91138 1.22513  0.0245
H2 2.41877 0.77173 -0.56247  0.1071
H3 2.37448 -1.02862 -0.78939  0.1374
H4 0.42360 -0.31070 -2.08599  0.1156
H5 -2.00575 -0.69139 1.40698  0.0921
H6 -2.60992 -0.36836 -0.33872  0.0985
H7 -1.79119 1.80715 0.41400  0.1345
H8 -0.39755 1.01682 1.28567  0.1368
O1 1.80848 -0.14353 1.02918  -0.0892
O2 -0.37969 1.02842 -0.79802  -0.1530
S1 -0.51543 -1.47960 -0.21796  0.9495

No. 3
C10H13N3O3RhS2Se as an isolated structure, computed with ωB97M-V/def2-TZVPD.

Its multiplicity is 6. The energy above the lowest of the compared OMol25 structures with the same formula, charge and spin is 0.0 kJ/mol. Its expectation value of S² is 8.790. As for the gap between HOMO and LUMO (alpha / beta): 7.0 / 6.4 eV. For the HOMO energy (alpha / beta), the calculation gives -7.3 / -9.1 eV.

Each line ends with the Löwdin charge.
Atoms and positions in Å:
Rh1 -1.66193 -1.14914 -0.11743  0.3897
C1 -1.01842 0.02560 3.46024  -0.0126
C2 -0.32577 0.58571 2.22672  -0.5026
C3 0.29251 1.93981 2.50455  -0.0087
O1 -1.33236 0.73038 1.18626  -0.1650
C4 0.71853 -0.42988 1.75903  -0.5798
O2 1.85341 -0.40253 2.19724  0.0787
O3 0.28835 -1.32768 0.91920  -0.1854
H1 -1.86565 0.65484 3.73289  0.0827
H2 -0.30659 -0.00174 4.28526  0.1020
H3 -1.37472 -0.98904 3.28217  0.0713
H4 -0.46350 2.62847 2.88551  0.0985
H5 0.73854 2.35838 1.59775  0.0971
H6 1.08825 1.83118 3.23679  0.0947
H7 -1.18157 1.55287 0.70405  0.0868
C5 0.79556 0.63935 -4.17964  -0.0135
N1 1.39767 -0.14483 -3.11272  -0.0681
C6 2.69888 -0.61813 -3.08759  -0.0344
C7 2.84917 -1.32364 -1.94347  -0.0396
N2 1.64801 -1.29344 -1.28595  0.1313
C8 0.75840 -0.55900 -1.98724  -0.3491
S1 -1.67433 -3.01917 -1.17299  0.2770
H8 1.51809 0.72553 -4.98632  0.0925
H9 0.53258 1.63340 -3.82237  0.0905
H10 -0.10133 0.14670 -4.54854  0.0918
H11 3.39308 -0.40961 -3.88149  0.1222
H12 3.70934 -1.83245 -1.54891  0.1249
H13 1.41536 -1.56624 -0.30950  0.1183
Se1 -3.61721 -1.67256 1.21963  0.6498
C9 -4.04443 -0.03451 1.94975  -0.7722
N3 -4.36296 0.96802 2.42121  0.0684
S2 -1.81819 0.64964 -2.00842  0.6767
C10 -0.54678 -0.29628 -1.57565  -0.8137

No. 4
C25H46P2Tc as an isolated structure in a non-equilibrium geometry, computed with ωB97M-V/def2-TZVPD.

Its multiplicity is 4. Its expectation value of S² is 3.791. As for the net charge: +2. As for the gap between HOMO and LUMO (alpha / beta): 6.9 / 7.1 eV. For the HOMO energy (alpha / beta), the calculation gives -13.4 / -14.4 eV.

Each line ends with the Löwdin charge.
Atoms and positions in Å:
Tc1 -0.06789 -0.15704 -1.18424  1.0643
C1 -0.76870 -1.68768 0.25114  -0.3544
C2 0.62412 -1.86830 -0.12575  -0.4216
C3 0.54207 -0.40074 1.69058  -0.2109
C4 -0.78894 -0.80352 1.40272  -0.2058
C5 1.42189 -1.04297 0.76451  -0.2143
C6 -1.89304 -2.58273 -0.13463  -0.0362
H1 -1.66164 -3.15976 -1.03387  0.0687
H2 -2.81409 -2.00869 -0.30191  0.0772
H3 -2.10175 -3.31133 0.66583  0.1143
C7 -1.99487 -0.50073 2.21717  -0.0041
H4 -2.91200 -0.67078 1.63823  0.0900
H5 -2.01743 0.53465 2.58182  0.0964
H6 -2.02587 -1.16324 3.09373  0.1210
C8 0.96818 0.44804 2.83266  -0.0052
H7 1.16698 -0.19283 3.70589  0.1151
H8 0.20598 1.18671 3.11395  0.0910
H9 1.88298 1.01165 2.59835  0.0848
C9 2.90134 -1.03062 0.81350  -0.0186
H10 3.26670 -1.63731 1.65662  0.1207
H11 3.30690 -0.01898 0.93941  0.0738
H12 3.32617 -1.45564 -0.10222  0.0824
C10 1.14869 -3.01271 -0.92490  -0.0409
H13 1.50287 -3.83787 -0.28518  0.1142
H14 1.99778 -2.69188 -1.54056  0.0813
H15 0.37156 -3.43427 -1.57053  0.0700
C11 -1.94395 1.05074 -5.88545  -0.1506
C12 -1.97962 -0.29068 -5.89288  -0.1652
C13 -1.17070 -1.14152 -6.82461  -0.1688
C14 0.32270 -0.72401 -6.95564  -0.1631
C15 0.96632 -0.17073 -5.72370  -0.1128
C16 1.13378 1.14544 -5.50006  -0.1554
C17 0.41421 2.23711 -6.24112  -0.1529
C18 -1.05544 1.91287 -6.72358  -0.1478
H16 -1.62848 -1.13009 -7.83411  0.1376
H17 0.38077 0.03131 -7.74945  0.1094
H18 -1.21169 -2.19406 -6.50800  0.1128
H19 -0.97830 1.48435 -7.73077  0.1139
H20 -2.67342 1.60766 -5.28808  0.1021
H21 -2.77090 -0.82071 -5.36011  0.1029
H22 -1.57579 2.88940 -6.82272  0.1297
H23 0.35717 3.13847 -5.61337  0.1051
H24 1.95553 1.46788 -4.85198  0.0830
H25 1.00246 2.53736 -7.12780  0.1367
H26 0.90199 -1.60492 -7.29104  0.1312
H27 1.46465 -0.91919 -5.10104  0.1044
P1 -1.63241 0.18989 -2.71269  0.8252
P2 1.55228 1.44893 -1.66137  0.8130
C19 -0.79495 1.72733 -3.40076  -0.3536
C20 0.44104 2.43762 -2.78483  -0.3410
H28 -1.58638 2.46830 -3.58749  0.1103
H29 -0.48989 1.28510 -4.34446  -0.0040
H30 1.08179 2.80175 -3.59933  0.0702
H31 0.10302 3.33005 -2.23556  0.0939
C21 2.28240 2.62060 -0.49206  -0.2010
H32 2.79288 2.05491 0.29544  0.0396
H33 1.50314 3.24776 -0.04705  0.0622
H34 3.01629 3.25134 -1.00924  0.0770
C22 2.97163 0.70805 -2.51471  -0.2227
H35 3.40159 1.41004 -3.23555  0.0627
H36 2.68121 -0.21548 -3.03007  0.0402
H37 3.71952 0.46788 -1.74832  0.0570
C23 -3.41232 0.40694 -2.68172  -0.1878
H38 -3.82227 -0.41251 -2.06456  0.0637
H39 -3.84618 0.37642 -3.69350  0.0630
H40 -3.64284 1.36203 -2.17812  0.0772
C24 -1.11852 -1.46072 -3.35547  -0.2018
H41 -0.25076 -1.85183 -2.78568  0.0179
H42 -0.83260 -1.44123 -4.40410  0.0144
H43 -1.96090 -2.15198 -3.19241  0.0838
C25 -1.04272 1.47310 -0.32173  -0.2455
H44 -1.21714 2.37573 -0.92956  0.0215
H45 -0.48173 1.81015 0.56830  0.0319
H46 -2.02696 1.15090 0.06150  0.0276

No. 5
A 3-piece molecular cluster, C12H15N3 overall in a non-equilibrium geometry, computed with ωB97M-V/def2-TZVPD.

Its multiplicity is 1. The energy above the lowest of the compared OMol25 structures with the same formula, charge and spin is 378.6 kJ/mol. As for the SMILES: c1cc[nH]c1.c1cc[nH]c1.c1cc[nH]c1. As for the gap between HOMO and LUMO: 8.8 eV. For the HOMO energy, the calculation gives -8.1 eV.

Each line ends with the Löwdin charge.
Atoms and positions in Å:
N1 15.91100 54.76300 32.92300  -0.0178
C1 15.84000 53.44300 33.26000  -0.1181
C2 15.89300 53.44400 34.65000  -0.0736
C3 15.82400 54.84500 35.10800  -0.1054
C4 15.67900 55.56900 33.98400  -0.1719
H1 16.01400 54.95400 31.82600  0.1635
H2 15.96200 52.69000 32.77300  0.0083
H3 15.94800 52.56800 35.42800  0.1296
H4 15.84300 55.12800 36.06800  0.0556
H5 15.48400 56.64600 33.89500  0.1300
N2 16.55300 55.65300 28.71200  -0.0138
C5 16.78300 54.33100 28.98300  -0.1484
C6 15.72000 53.94300 29.75100  -0.1090
C7 14.73700 55.12800 29.85400  -0.0934
C8 15.37800 56.15900 29.23900  -0.1410
H6 17.16300 56.10200 28.08000  0.1276
H7 17.66600 53.70900 28.83400  0.1226
H8 15.74000 53.03400 30.37600  0.0874
H9 13.68200 55.28100 30.11100  0.0969
H10 15.18200 57.25400 29.11900  0.1303
N3 18.68100 55.01100 33.62900  0.0419
C9 19.14600 55.09900 32.31500  -0.2229
C10 20.41900 55.27500 32.23600  -0.1495
C11 20.88300 55.14300 33.59700  -0.1384
C12 19.84100 54.90500 34.33800  -0.2053
H11 17.62300 54.77500 33.99100  0.1418
H12 18.52100 55.07800 31.31000  0.1274
H13 20.87000 55.42000 31.17200  0.1296
H14 21.93100 55.05400 33.90900  0.0997
H15 19.91400 54.45900 35.32300  0.1163